# 1
ORCA calculation (ωB97M-V/def2-TZVPD) on an isolated ion of composition C9H18N3S and charge +1 at a distorted geometry.

Last column: natural (NBO) charge in e.
Cartesian coordinates (Å):
C1 -0.83698 -0.21847 -1.05447  0.40
C2 0.65190 0.39294 2.05695  -0.43
C3 0.44232 1.60083 1.16811  -0.43
C4 1.58780 -0.65624 1.57807  -0.51
C5 1.46657 1.97980 0.04836  -0.22
C6 1.19618 -1.47825 0.40046  0.07
C7 2.18157 -2.33950 -0.22432  -0.73
C8 -2.71497 1.09810 -1.78736  -0.41
C9 -2.92483 -1.36168 -1.25634  -0.41
N1 0.04623 0.59785 -1.55827  -0.29
N2 -2.15571 -0.19106 -1.31711  -0.40
N3 1.26866 0.91932 -1.09160  -0.34
S1 -0.35423 -1.83610 -0.19175  0.29
H1 1.01135 0.76121 2.98449  0.24
H2 -0.35642 0.06499 2.30761  0.24
H3 -0.51658 1.73565 0.63606  0.22
H4 0.45818 2.55252 1.84009  0.25
H5 2.66968 -0.51580 1.33279  0.25
H6 1.65050 -1.44068 2.38937  0.27
H7 1.50564 2.94688 -0.38264  0.23
H8 2.57445 1.83757 0.37868  0.21
H9 2.51258 -3.25158 0.28418  0.27
H10 3.13261 -1.76980 -0.33145  0.24
H11 1.79313 -2.47952 -1.29206  0.25
H12 -1.94550 1.91704 -1.67471  0.23
H13 -3.04094 1.04001 -2.80970  0.22
H14 -3.55850 1.44707 -1.17685  0.22
H15 -2.82194 -2.02507 -2.20198  0.22
H16 -2.47994 -2.02567 -0.42378  0.22
H17 -3.93964 -1.17205 -1.00681  0.24
H18 2.02142 1.06958 -1.77852  0.40

Cartesian forces (eV/Å) of the 2 atoms listed first:
0.6 0.3 -0.5
-0.4 1.1 -0.5

Properties
Molecular weight, g mol⁻¹: 200.33
LUMO level (alpha / beta), eV: -5.0344 / -4.4519
Kohn-Sham gap (alpha / beta), eV: 6.58 / 7.92
Calculated total energy, hartree: -915.78639
Energy above the lowest of the compared OMol25 structures with the same formula, charge and spin, kJ/mol: 351.02
Spin multiplicity: 1
HOMO level (alpha / beta), hartree: -0.4269 / -0.4546
Net charge: +1

***

# 2
ORCA calculation (ωB97M-V/def2-TZVPD) on C51H63Br2Cl4N3O3PbSi as an isolated structure.

Last column: natural (NBO) charge in e.
Cartesian coordinates (Å):
Pb1 1.39422 -1.31280 0.75501  1.47
C1 3.36248 1.53252 -0.34167  -0.27
N1 3.32982 0.09088 -0.15136  -0.59
C2 4.41503 -0.58905 -0.24551  0.18
C3 4.43826 -1.99989 -0.01349  -0.05
C4 5.50415 -2.89257 -0.06416  -0.24
C5 4.98764 -4.14322 0.30655  -0.34
C6 3.63324 -3.94273 0.56850  -0.03
N2 3.29353 -2.65241 0.37939  -0.67
C7 3.35808 1.95742 -1.79695  0.06
C8 3.74055 3.25348 -2.13088  -0.24
C9 3.70451 3.68784 -3.44827  -0.21
C10 3.29435 2.82164 -4.45457  -0.23
C11 2.92468 1.52350 -4.13192  -0.20
C12 2.95521 1.09367 -2.81120  -0.25
H1 4.22056 1.98488 0.16692  0.19
H2 2.46486 1.93816 0.13541  0.22
H3 5.36233 -0.10139 -0.49792  0.18
H4 6.51898 -2.65464 -0.34939  0.21
H5 5.51604 -5.08203 0.36632  0.22
H6 2.89345 -4.67288 0.86694  0.20
H7 4.07040 3.93004 -1.34874  0.21
H8 4.00679 4.69913 -3.69094  0.21
H9 3.27159 3.15429 -5.48448  0.21
H10 2.60774 0.83956 -4.91097  0.22
H11 2.67547 0.07597 -2.56477  0.23
C13 -5.53903 -3.47286 -2.78974  -0.59
C14 -4.64310 -4.66685 -2.43491  -0.07
C15 -5.30008 -5.46139 -1.29824  -0.60
C16 -4.54588 -5.57739 -3.65953  -0.60
C17 -3.27008 -4.15650 -1.99231  -0.09
C18 -3.15075 -3.39438 -0.84266  -0.18
C19 -1.91895 -2.89816 -0.45906  -0.18
Br1 -1.87486 -1.85756 1.14646  0.04
C20 -0.72367 -3.09773 -1.16891  0.39
O1 0.44078 -2.58877 -0.83457  -0.94
C21 -0.84484 -3.90944 -2.32864  -0.09
C22 -2.09518 -4.39463 -2.70242  -0.16
C23 0.40695 -4.23087 -3.16193  -0.08
C24 0.09996 -5.17892 -4.32443  -0.60
C25 0.98161 -2.94019 -3.76423  -0.60
C26 1.46931 -4.91366 -2.28788  -0.60
H12 -6.54136 -3.80991 -3.07034  0.20
H13 -5.11737 -2.91388 -3.62828  0.21
H14 -5.63444 -2.78864 -1.94439  0.21
H15 -6.25458 -5.88065 -1.62769  0.20
H16 -5.49638 -4.83138 -0.42853  0.20
H17 -4.65464 -6.28279 -0.97933  0.21
H18 -5.54130 -5.94404 -3.92060  0.21
H19 -3.90860 -6.44376 -3.46778  0.21
H20 -4.14913 -5.04616 -4.52750  0.21
H21 -4.01456 -3.17114 -0.22814  0.21
H22 -2.15588 -4.99664 -3.59625  0.20
H23 -0.59175 -4.73691 -5.04649  0.20
H24 -0.32232 -6.12504 -3.97728  0.21
H25 1.03000 -5.40314 -4.85171  0.21
H26 0.26974 -2.51331 -4.47736  0.19
H27 1.90808 -3.15588 -4.30498  0.20
H28 1.19452 -2.20874 -2.98480  0.23
H29 1.06476 -5.83047 -1.84968  0.20
H30 1.80099 -4.25882 -1.48679  0.24
H31 2.33579 -5.18250 -2.89921  0.20
Cl1 0.67781 -5.21974 7.26327  0.11
C27 1.11372 -4.07151 6.08352  -0.04
C28 1.86284 -2.85674 6.55348  -0.09
Cl2 2.18427 -2.74057 8.22105  0.11
C29 2.26313 -1.89191 5.71846  -0.08
Cl3 3.09627 -0.49129 6.21722  0.09
C30 1.98017 -2.00288 4.26504  0.43
O2 2.32166 -1.17373 3.47195  -0.44
C31 1.18319 -3.25372 3.77704  0.46
O3 0.90514 -3.37154 2.61811  -0.44
C32 0.78329 -4.25643 4.80062  -0.17
Cl4 -0.08386 -5.60202 4.23011  0.11
N3 -0.17135 0.46277 -1.03515  -0.35
C33 -0.35002 0.86672 -2.09515  0.32
C34 -0.54273 1.38332 -3.42736  -0.12
C35 -0.45203 2.75305 -3.65573  -0.17
C36 -0.58947 3.23245 -4.94750  -0.21
C37 -0.81271 2.34882 -5.99692  -0.19
C38 -0.90460 0.98270 -5.75984  -0.20
C39 -0.76996 0.49203 -4.47135  -0.17
H32 -0.25946 3.42386 -2.82808  0.23
H33 -0.51414 4.29497 -5.13708  0.22
H34 -0.91547 2.72748 -7.00599  0.22
H35 -1.07974 0.29760 -6.57865  0.22
H36 -0.83398 -0.56774 -4.26454  0.24
C40 -0.68358 2.87350 5.60968  -0.61
C41 0.00406 3.85521 4.64680  -0.59
C42 -0.26178 5.28383 5.15297  -0.61
C43 1.51425 3.58542 4.77032  -0.61
Si1 -0.62467 3.61115 2.84106  1.95
Br2 0.20206 1.57906 2.24859  -0.37
C44 0.17505 4.78270 1.53623  -0.59
C45 -0.44801 6.18855 1.56330  -0.61
C46 1.68472 4.93323 1.78701  -0.61
C47 0.02733 4.23123 0.10341  -0.62
C48 -2.52410 3.37631 2.64908  -0.59
C49 -3.31630 4.59818 3.14483  -0.61
C50 -3.02910 2.14810 3.42722  -0.61
C51 -2.89460 3.13479 1.17554  -0.61
H37 -0.14739 2.89619 6.56494  0.21
H38 -0.66693 1.84504 5.24178  0.22
H39 -1.71446 3.15077 5.81706  0.21
H40 0.08753 5.37122 6.18809  0.21
H41 -1.32080 5.54304 5.14570  0.21
H42 0.27408 6.03424 4.56930  0.21
H43 1.77485 3.60389 5.83487  0.20
H44 2.12398 4.33759 4.28046  0.21
H45 1.79360 2.60539 4.37800  0.23
H46 -0.37787 6.66360 2.54282  0.21
H47 -1.49718 6.17971 1.26637  0.21
H48 0.08339 6.83016 0.85099  0.21
H49 1.89583 5.56178 2.65052  0.20
H50 2.13146 5.42523 0.91585  0.21
H51 2.18922 3.97372 1.92361  0.22
H52 -0.98928 4.30780 -0.27188  0.21
H53 0.34654 3.19038 0.01625  0.23
H54 0.66325 4.83061 -0.55897  0.20
H55 -3.15819 4.79421 4.20630  0.20
H56 -4.38684 4.40758 3.00905  0.21
H57 -3.07793 5.50807 2.59423  0.21
H58 -3.02818 2.30039 4.50223  0.21
H59 -2.45736 1.24639 3.20096  0.23
H60 -4.06672 1.96101 3.13031  0.21
H61 -2.80698 4.03840 0.57564  0.20
H62 -3.94423 2.82464 1.13327  0.21
H63 -2.29839 2.34550 0.71195  0.23

Cartesian forces (eV/Å) of the 2 atoms listed first:
-0.2 0.0 -0.3
-0.1 -0.1 -0.1

Properties
Molecular weight, g mol⁻¹: 1302.99
LUMO level, eV: -2.5059
Kohn-Sham gap, eV: 4.48
Calculated total energy, hartree: -9842.38409
Energy above the lowest of the compared OMol25 structures with the same formula, charge and spin, kJ/mol: 0.00
Spin multiplicity: 1
HOMO level, hartree: -0.2569
Net charge: 0

***

# 3
ORCA calculation (ωB97M-V/def2-TZVPD) on a single C6H6F3NO4S molecule at a distorted geometry.

Last column: natural (NBO) charge in e.
Cartesian coordinates (Å):
C1 2.60846 -1.47873 1.12054  -0.13
C2 3.45040 -0.89750 0.30480  0.33
C3 3.43814 0.50811 -0.18258  0.14
C4 2.40930 1.29864 0.12693  0.21
C5 0.83983 0.20178 1.21217  0.82
C6 -1.62138 0.09766 -1.73197  -0.90
N1 1.42726 -0.94291 1.66867  -0.62
O1 -1.50794 1.77178 0.40121  -0.92
O2 -2.33015 -0.63267 0.54478  -0.89
O3 0.36429 1.07539 2.13324  -0.70
O4 0.06908 -0.05931 0.13247  -0.73
F1 4.49342 -1.68161 -0.06911  -0.32
F2 4.44883 0.75836 -1.06312  -0.32
F3 2.35953 2.62526 -0.09957  -0.32
S1 -1.50613 0.39726 0.00508  2.36
H1 2.85300 -2.47177 1.42878  0.22
H2 -2.36326 0.81611 -2.27618  0.28
H3 -0.49524 0.22112 -2.03904  0.28
H4 -1.85702 -0.95848 -1.79046  0.27
H5 1.62108 -0.85334 2.62360  0.40
H6 -0.42213 1.61895 1.74471  0.53

Cartesian forces (eV/Å) of the 2 atoms listed first:
-0.6 -0.5 -0.2
0.6 0.8 -0.7

Properties
Molecular weight, g mol⁻¹: 245.18
LUMO level, eV: 0.3238
Kohn-Sham gap, eV: 8.93
Calculated total energy, hartree: -1285.56260
Energy above the lowest of the compared OMol25 structures with the same formula, charge and spin, kJ/mol: 357.64
Spin multiplicity: 1
HOMO level, hartree: -0.3163
Net charge: 0

***

# 4
ORCA calculation (ωB97M-V/def2-TZVPD) on a 3-piece molecular cluster, C19H24O8P2 overall at a distorted geometry.

Last column: natural (NBO) charge in e.
Cartesian coordinates (Å):
C1 0.66818 -7.86923 5.12043  -0.96
P1 1.14454 -6.63588 3.76191  1.05
O1 0.56526 -7.39170 2.35527  -0.95
C2 0.17230 -5.09388 4.15351  -0.34
C3 -0.47290 -4.96823 5.48356  -0.20
C4 -1.22685 -3.74982 5.85978  -0.19
C5 -1.38333 -2.66178 4.89692  -0.17
C6 -0.73907 -2.79107 3.57703  -0.13
C7 0.05793 -3.98575 3.19037  -0.05
C8 0.70820 -3.94939 1.79394  0.52
O2 1.13696 -4.89927 1.17643  -0.51
C9 0.88515 -2.54112 1.11535  -0.02
C10 1.88688 -2.36147 0.04848  -0.18
C11 2.09352 -1.04254 -0.57305  -0.19
C12 1.25937 0.11216 -0.14265  -0.41
P2 1.56565 1.72310 -1.03531  2.27
O3 0.73439 1.65100 -2.27813  -1.08
O4 0.99850 3.02448 -0.14737  -0.94
O5 3.14118 1.91921 -1.50503  -0.94
C13 0.25443 -0.03094 0.92583  -0.15
C14 0.09332 -1.37231 1.50404  -0.14
C15 -0.96033 -1.57187 2.61877  0.55
O6 -1.89619 -0.82040 2.78848  -0.51
H1 0.95126 -8.91427 4.81652  0.26
H2 -0.46551 -7.86452 5.16893  0.23
H3 1.06545 -7.57581 6.12316  0.24
H4 1.36358 -7.44357 1.79405  0.50
H5 -0.42942 -5.76467 6.25764  0.23
H6 -1.67319 -3.68088 6.88591  0.23
H7 -1.95718 -1.74858 5.19686  0.25
H8 2.48040 -3.25737 -0.27012  0.25
H9 2.86137 -0.87525 -1.37184  0.24
H10 1.33545 2.96502 0.77329  0.49
H11 3.76628 1.45496 -0.91527  0.50
H12 -0.34787 0.83800 1.26995  0.26
C16 0.55320 5.26759 -4.72816  -0.63
C17 1.39786 4.12181 -5.25238  -0.06
O7 2.27091 3.64342 -4.23834  -0.73
H13 1.18961 6.08527 -4.38279  0.21
H14 -0.11585 5.64569 -5.50127  0.21
H15 -0.04591 4.94587 -3.87215  0.20
H16 2.01047 4.45228 -6.09308  0.17
H17 0.76418 3.29427 -5.58995  0.15
H18 1.72219 3.34306 -3.50040  0.48
C18 -3.45316 5.67942 -3.47079  -0.63
C19 -3.37282 6.91310 -4.34975  -0.06
O8 -2.25505 6.82613 -5.22708  -0.72
H19 -2.53895 5.56748 -2.88428  0.22
H20 -4.30418 5.73985 -2.78893  0.21
H21 -3.55467 4.77679 -4.07947  0.20
H22 -3.24988 7.80909 -3.74011  0.18
H23 -4.28314 7.02453 -4.94818  0.15
H24 -2.37253 6.03800 -5.77054  0.46

Cartesian forces (eV/Å) of the 2 atoms listed first:
-1.7 0.2 -0.6
1.2 -0.5 -0.1

Properties
Molecular weight, g mol⁻¹: 442.34
LUMO level, eV: -1.5424
Kohn-Sham gap, eV: 6.95
Calculated total energy, hartree: -2023.02492
Energy above the lowest of the compared OMol25 structures with the same formula, charge and spin, kJ/mol: 0.00
Spin multiplicity: 1
HOMO level, hartree: -0.3121
Net charge: 0

***

# 5
ORCA calculation (ωB97M-V/def2-TZVPD) on an isolated ion of composition C5H7N2 and charge +1 at a distorted geometry.

Last column: natural (NBO) charge in e.
Cartesian coordinates (Å):
C1 -0.03932 1.61682 -0.14641  0.55
C2 1.76234 0.09315 0.15800  -0.23
C3 0.54968 -0.92785 -0.48135  -0.23
C4 -1.59160 -0.02639 0.71179  -0.19
C5 -1.20179 0.91840 -0.44531  -0.22
N1 1.01524 1.28499 0.27898  -0.22
N2 -0.76993 -0.52386 -0.38019  -0.30
H1 2.18468 -0.34846 1.02343  0.25
H2 2.48672 0.09860 -0.62552  0.27
H3 0.66508 -1.21437 -1.59389  0.26
H4 0.76738 -1.66623 0.21265  0.25
H5 -1.17898 0.05658 1.82363  0.25
H6 -2.63419 -0.50402 0.60291  0.27
H7 -2.01532 1.14263 -1.13872  0.29

Cartesian forces (eV/Å) of the 2 atoms listed first:
3.0 -0.4 1.4
-1.7 -0.6 -2.1

Properties
Molecular weight, g mol⁻¹: 95.12
LUMO level (alpha / beta), eV: -5.9491 / -5.9496
Kohn-Sham gap (alpha / beta), eV: 8.84 / 8.84
Calculated total energy, hartree: -303.80380
Energy above the lowest of the compared OMol25 structures with the same formula, charge and spin, kJ/mol: 564.88
Spin multiplicity: 1
HOMO level (alpha / beta), hartree: -0.5435 / -0.5435
Net charge: +1

***

# 6
ORCA calculation (ωB97M-V/def2-TZVPD) on C30H25Cl3I2N5O2PtS as an isolated structure at a distorted geometry.

Last column: natural (NBO) charge in e.
Cartesian coordinates (Å):
Pt1 1.41368 -0.63215 2.95801  0.88
C1 -1.89062 0.56473 5.29978  -0.67
C2 -0.60674 0.42987 4.55300  0.21
N1 -0.26213 -0.66534 3.94792  -0.20
N2 -0.92901 -1.80881 3.95622  -0.42
C3 -0.30696 -2.76829 3.27221  0.61
O1 0.76722 -2.55582 2.59617  -0.68
C4 -0.84934 -4.12750 3.34400  -0.09
C5 -0.15430 -5.16251 2.71561  -0.18
C6 -0.60184 -6.46529 2.83197  -0.21
C7 -1.74070 -6.73996 3.57642  -0.17
C8 -2.45095 -5.71063 4.18031  -0.21
C9 -2.00665 -4.40626 4.07254  -0.17
C10 0.34202 1.52393 4.39730  0.17
C11 0.12027 2.79661 4.91091  -0.21
C12 1.07886 3.78095 4.74374  -0.12
C13 2.23215 3.48537 4.03392  -0.24
C14 2.39268 2.20761 3.52823  0.08
N3 1.49191 1.25025 3.71892  -0.43
H1 -2.33135 -0.41688 5.44771  0.27
H2 -2.58557 1.17596 4.72008  0.24
H3 -1.73840 1.04230 6.26637  0.24
H4 0.74028 -4.92381 2.15883  0.23
H5 -0.05848 -7.26342 2.34617  0.22
H6 -2.07555 -7.76169 3.68783  0.22
H7 -3.34898 -5.92912 4.74096  0.22
H8 -2.53154 -3.59325 4.55094  0.23
H9 -0.79963 3.00182 5.43700  0.24
H10 0.92983 4.76001 5.17603  0.24
H11 3.01317 4.21657 3.89431  0.24
H12 3.27727 1.94475 2.96432  0.23
I1 3.83348 -1.14912 2.13870  0.16
I2 6.06385 1.03083 2.94459  0.04
Cl1 0.27209 3.62646 -8.63308  0.03
C15 0.35789 2.98886 -7.03374  -0.03
C16 1.39687 2.14417 -6.67393  -0.24
C17 1.43590 1.61759 -5.39567  -0.13
C18 0.45894 1.92752 -4.45828  -0.11
C19 0.47556 1.30165 -3.08132  0.06
C20 1.12015 2.24232 -2.04963  -0.22
N4 0.69676 1.83675 -0.72536  -0.33
C21 -0.41811 2.28758 -0.07517  -0.08
C22 -0.56345 1.50147 1.03039  -0.10
N5 0.43978 0.56922 1.05265  -0.56
C23 1.17506 0.79532 -0.01862  0.18
O2 1.17602 0.07691 -3.05828  -0.55
C24 0.38080 -1.10913 -3.20672  -0.08
C25 -0.70841 -0.99956 -4.23275  -0.15
C26 -1.98743 -0.59431 -3.96052  -0.26
Cl2 -2.65771 -0.25121 -2.41762  0.05
S1 -2.97626 -0.48980 -5.36600  0.50
C27 -1.67136 -1.01647 -6.34420  -0.40
C28 -0.54765 -1.25390 -5.62286  -0.23
C29 -0.55823 2.80044 -4.83580  -0.01
Cl3 -1.78936 3.24945 -3.70030  0.01
C30 -0.62120 3.32934 -6.11302  -0.25
H13 2.16549 1.89699 -7.39158  0.23
H14 2.23115 0.94445 -5.10630  0.23
H15 -0.55671 1.15831 -2.75898  0.22
H16 0.78859 3.26292 -2.23406  0.23
H17 2.20486 2.17787 -2.13286  0.23
H18 -1.01370 3.10311 -0.44353  0.23
H19 -1.32940 1.53364 1.78585  0.21
H20 2.02887 0.21685 -0.32617  0.22
H21 -0.05843 -1.37179 -2.23694  0.19
H22 1.09837 -1.87712 -3.49505  0.21
H23 -1.81981 -1.13480 -7.40339  0.25
H24 0.37265 -1.61512 -6.05548  0.23
H25 -1.42652 3.99227 -6.39271  0.25

Cartesian forces (eV/Å) of the 2 atoms listed first:
0.6 -0.4 0.4
0.1 0.0 -0.1

Properties
Molecular weight, g mol⁻¹: 1074.88
LUMO level (alpha / beta), eV: -6.5263 / -6.5350
Kohn-Sham gap (alpha / beta), eV: 4.21 / 4.20
Calculated total energy, hartree: -4075.71368
Energy above the lowest of the compared OMol25 structures with the same formula, charge and spin, kJ/mol: 247.75
Spin multiplicity: 1
HOMO level (alpha / beta), hartree: -0.3945 / -0.3945
Net charge: +1